# 1
# C37H53BCoN6O3STe

A molecular structure, C37H53BCoN6O3STe (ωB97M-V/def2-TZVPD, OMol25).

The geometry in XYZ format:
```
103
Properties=species:S:1:pos:R:3:mulliken_spin:R:1
Co 0.253 -0.415 -0.150 0.96
C -0.499 -5.623 0.066 0.00
C -1.021 -4.227 -0.021 0.00
C -2.320 -3.788 -0.085 0.00
C -2.253 -2.392 -0.163 0.00
N -0.969 -2.005 -0.137 -0.05
N -0.224 -3.150 -0.057 0.01
B 1.318 -3.110 -0.036 -0.02
N 1.751 -2.350 1.223 -0.03
N 1.133 -1.177 1.552 0.02
C 1.522 -0.871 2.793 0.03
C 2.442 -1.832 3.238 0.01
C 2.553 -2.752 2.222 0.00
C 3.365 -4.003 2.158 0.00
C 0.968 0.236 3.663 -0.01
C 0.178 -0.432 4.799 0.00
C 2.118 1.054 4.260 0.00
C 0.040 1.151 2.887 0.04
N 1.778 -2.445 -1.343 -0.02
N 1.167 -1.302 -1.775 0.03
C 1.582 -1.089 -3.024 0.04
C 2.515 -2.077 -3.377 0.00
C 2.605 -2.917 -2.291 0.00
C 3.416 -4.158 -2.117 0.00
C 1.022 -0.056 -3.974 -0.02
C 0.102 0.913 -3.256 0.03
C 0.223 -0.810 -5.048 0.00
C 2.166 0.712 -4.643 0.00
C -3.477 -1.516 -0.288 0.00
C -3.135 -0.046 -0.362 0.01
C -4.228 -1.913 -1.567 0.00
C -4.377 -1.752 0.932 0.00
H -1.336 -6.318 0.079 0.00
H 0.137 -5.867 -0.784 0.00
H 0.089 -5.776 0.971 0.00
H -3.206 -4.400 -0.086 0.00
H 1.753 -4.225 0.011 0.00
H 2.934 -1.869 4.195 0.00
H 3.975 -4.085 3.056 0.00
H 2.733 -4.889 2.091 0.00
H 4.030 -4.008 1.294 0.00
H 0.807 -1.098 5.391 0.00
H -0.223 0.336 5.463 0.00
H -0.656 -1.018 4.406 0.00
H 2.817 0.417 4.804 0.00
H 2.663 1.588 3.482 0.00
H 1.713 1.784 4.964 0.00
H -0.750 0.590 2.380 -0.01
H -0.448 1.848 3.574 0.00
H 0.584 1.736 2.149 -0.01
H 3.026 -2.184 -4.318 0.00
H 4.048 -4.303 -2.991 0.00
H 4.059 -4.097 -1.239 0.00
H 2.783 -5.038 -2.001 0.00
H -0.689 0.389 -2.709 -0.01
H 0.651 1.538 -2.556 -0.01
H -0.390 1.568 -3.979 0.00
H -0.607 -1.364 -4.604 0.00
H -0.185 -0.096 -5.766 0.00
H 0.849 -1.520 -5.591 0.00
H 2.726 1.292 -3.911 0.00
H 2.852 0.036 -5.155 0.00
H 1.754 1.397 -5.388 0.00
H -2.500 0.167 -1.226 0.00
H -4.043 0.549 -0.471 0.00
H -2.633 0.287 0.547 0.00
H -3.617 -1.716 -2.450 0.00
H -4.493 -2.970 -1.571 0.00
H -5.147 -1.330 -1.650 0.00
H -3.870 -1.451 1.850 0.00
H -5.291 -1.162 0.836 0.00
H -4.659 -2.800 1.031 0.00
C 3.806 -0.046 -0.184 0.00
S 2.897 1.459 -0.223 0.00
O 3.186 2.096 -1.486 0.00
O 3.232 2.187 0.973 0.00
O 1.414 1.105 -0.187 -0.06
H 4.854 0.244 -0.229 0.00
H 3.548 -0.651 -1.049 0.00
H 3.603 -0.573 0.745 0.00
Te -1.071 2.526 -0.222 0.03
C 0.016 4.193 0.441 0.00
C 1.091 4.653 -0.309 0.00
C 1.840 5.730 0.150 0.00
C 1.506 6.355 1.342 0.00
C 0.432 5.892 2.091 0.00
C -0.303 4.801 1.652 0.00
C -2.980 3.382 -0.039 0.00
C -3.665 3.324 1.172 0.00
C -4.943 3.857 1.282 0.00
C -5.545 4.448 0.180 0.00
C -4.868 4.507 -1.030 0.00
C -3.590 3.974 -1.142 0.00
H 1.367 4.158 -1.232 0.00
H 2.689 6.073 -0.426 0.00
H 2.091 7.194 1.696 0.00
H 0.178 6.368 3.030 0.00
H -1.125 4.428 2.250 0.00
H -3.203 2.854 2.032 0.00
H -5.467 3.809 2.227 0.00
H -6.541 4.862 0.265 0.00
H -5.335 4.969 -1.891 0.00
H -3.065 4.024 -2.087 0.00
```

Output
- Spin multiplicity: 2
- HOMO level (alpha / beta): -7.608 / -7.611 eV
- Total charge: 0
- Energy: -110748.2809 eV
- Energy relative to the best compared isomer or geometry (same formula, charge and spin): 0.0000 eV

---

# 2
# C37H53BrClF4N5O4S2

6 unconnected molecules or ions with the total composition C37H53BrClF4N5O4S2 in a non-equilibrium geometry (ωB97M-V/def2-TZVPD, OMol25).

The geometry in XYZ format:
```
107
Properties=species:S:1:pos:R:3:mulliken_charge:R:1
C 1.248 6.116 6.264 -0.87
C 0.082 5.226 5.461 -0.34
O 0.813 4.366 4.521 -0.02
C 0.245 4.398 3.169 -1.86
C 1.206 3.729 1.972 1.16
C 2.598 4.565 2.006 0.67
F 2.529 5.897 2.724 -0.27
F 3.809 3.915 2.544 -0.23
F 3.208 4.990 0.688 -0.28
C 1.297 2.116 2.235 0.76
C -0.143 1.271 2.119 -0.85
S -0.691 0.631 0.487 0.13
C -0.203 -1.152 0.165 -0.27
C -0.659 -1.473 -1.411 -0.70
C 1.760 1.537 3.656 -1.67
C 2.966 1.983 4.563 0.64
C 2.811 1.210 6.042 -1.19
F 4.245 1.408 3.998 -0.25
C 2.249 1.494 1.027 -0.68
S 2.038 2.369 -0.639 1.05
O 1.570 1.357 -1.763 -0.46
O 3.512 2.691 -1.114 -0.65
O 0.966 3.640 -0.671 -0.37
C 0.432 4.162 0.567 0.37
Cl 0.467 6.052 0.279 -0.10
C -1.184 4.037 0.515 -1.06
Br -2.180 5.762 0.973 -0.06
C -1.606 3.756 -1.080 0.23
C -3.278 3.803 -1.073 -0.96
H 1.244 5.912 7.427 0.28
H 2.311 5.727 5.884 0.22
H 1.199 7.249 5.974 0.28
H -0.738 5.910 4.984 0.30
H -0.473 4.607 6.318 0.26
H 0.018 5.554 2.972 0.70
H -0.812 3.904 3.250 0.22
H -1.047 1.857 2.634 0.08
H -0.127 0.268 2.777 0.54
H 0.956 -1.359 0.195 0.25
H -0.683 -1.930 0.931 0.34
H 0.239 -1.998 -1.994 0.30
H -0.824 -0.437 -1.981 0.13
H -1.634 -2.124 -1.431 0.10
H 0.802 1.567 4.378 0.30
H 1.914 0.359 3.482 0.51
H 3.080 3.125 4.855 0.10
H 2.560 0.076 5.836 0.27
H 3.900 1.227 6.504 0.37
H 2.012 1.728 6.735 0.30
H 3.372 1.670 1.387 0.55
H 2.147 0.308 0.942 0.23
H -1.726 3.243 1.133 0.38
H -1.331 2.679 -1.444 -0.04
H -1.223 4.590 -1.807 0.29
H -3.708 4.822 -1.456 0.30
H -3.690 3.449 -0.036 0.29
H -3.609 2.970 -1.861 0.27
N -3.848 -3.113 -3.190 0.22
C -3.708 -4.342 -3.781 -0.78
C -3.427 -4.143 -5.114 -0.09
C -3.390 -2.745 -5.334 -1.09
C -3.651 -2.133 -4.128 -0.42
H -4.063 -2.954 -2.214 0.25
H -3.822 -5.250 -3.205 0.49
H -3.264 -4.920 -5.849 0.42
H -3.193 -2.239 -6.270 0.47
H -3.713 -1.088 -3.858 0.50
N 1.585 -0.979 -4.798 0.05
C 2.794 -1.517 -5.153 -0.41
C 2.564 -2.497 -6.093 -0.54
C 1.167 -2.548 -6.316 -0.46
C 0.587 -1.597 -5.506 -0.43
H 1.450 -0.240 -4.120 0.25
H 3.712 -1.159 -4.707 0.40
H 3.320 -3.109 -6.567 0.38
H 0.641 -3.206 -6.996 0.41
H -0.447 -1.310 -5.372 0.39
N -6.215 -1.252 -1.817 0.03
C -6.210 -0.456 -0.702 -0.51
C -7.264 -0.837 0.098 -0.51
C -7.924 -1.905 -0.555 -0.53
C -7.254 -2.142 -1.734 -0.40
H -5.554 -1.193 -2.581 0.27
H -5.459 0.313 -0.574 0.50
H -7.528 -0.395 1.050 0.39
H -8.795 -2.443 -0.203 0.40
H -7.427 -2.866 -2.519 0.39
N 6.078 -0.881 5.075 0.08
C 6.904 -1.685 5.817 -0.53
C 8.183 -1.183 5.723 -0.40
C 8.125 -0.034 4.899 -0.58
C 6.813 0.131 4.515 -0.36
H 5.082 -1.014 4.959 0.21
H 6.512 -2.543 6.346 0.37
H 9.062 -1.600 6.197 0.38
H 8.952 0.606 4.617 0.39
H 6.341 0.880 3.893 0.42
N -1.947 -7.485 -5.109 0.05
C -0.738 -8.023 -5.465 -0.58
C -0.968 -9.003 -6.404 -0.33
C -2.365 -9.053 -6.628 -0.58
C -2.945 -8.103 -5.817 -0.28
H -2.082 -6.746 -4.432 0.19
H 0.180 -7.665 -5.019 0.37
H -0.212 -9.615 -6.879 0.39
H -2.891 -9.711 -7.307 0.39
H -3.979 -7.816 -5.683 0.38
```

Output
- HOMO level: -8.016 eV
- Total charge: 0
- Energy: -169960.5574 eV

---

# 3
# C37H53CeN2S3Si

A molecular structure, C37H53CeN2S3Si in a non-equilibrium geometry (ωB97M-V/def2-TZVPD, OMol25).

The geometry in XYZ format:
```
97
Properties=species:S:1:pos:R:3:mulliken_charge:R:1
Ce 1.757 0.066 0.292 -0.70
C -3.282 -2.108 0.852 -1.34
C -2.564 -0.988 1.555 0.15
C -2.517 0.285 0.993 0.04
C -1.796 1.304 1.595 0.04
C -1.075 1.054 2.757 -0.65
C -1.129 -0.206 3.338 -0.61
C -1.888 -1.209 2.751 -0.37
H -4.290 -1.813 0.553 0.52
H -3.358 -2.992 1.486 0.39
H -2.736 -2.395 -0.051 -0.17
H -3.034 0.472 0.057 0.26
H -1.775 2.291 1.147 0.39
H -0.478 1.834 3.215 0.30
H -0.576 -0.406 4.249 0.39
H -1.935 -2.185 3.218 0.60
S 5.250 -0.313 -3.084 -0.32
C 4.313 -0.162 -1.738 0.44
S 3.753 1.398 -1.168 -0.50
S 3.754 -1.554 -0.834 -0.59
C -0.115 -4.042 2.269 -1.78
C 0.762 -3.332 1.235 3.19
C 2.226 -3.688 1.496 -1.22
C 0.307 -3.688 -0.170 0.40
C 0.229 -5.033 -0.507 -0.53
C -0.279 -5.446 -1.727 -1.62
C -0.805 -4.494 -2.580 -0.41
C -0.760 -3.134 -2.281 0.50
C -1.579 -2.198 -3.170 2.02
C -1.040 -2.108 -4.599 -1.77
C -3.051 -2.626 -3.197 -1.53
C -0.083 -2.719 -1.114 -0.11
N 0.160 -1.356 -0.842 1.38
C 0.416 -0.557 -1.908 -0.76
C 0.383 0.834 -1.875 -0.69
N 0.160 1.570 -0.768 1.60
C -0.322 2.877 -0.956 -0.71
C -1.346 3.141 -1.890 0.37
C -1.697 4.467 -2.141 -0.29
C -1.132 5.513 -1.436 -1.63
C -0.240 5.224 -0.415 -0.54
C 0.161 3.920 -0.149 0.66
C 1.100 3.684 1.017 3.09
C 0.549 4.313 2.299 -1.66
C 2.507 4.207 0.720 -1.57
C -2.206 2.055 -2.530 2.38
C -3.685 2.273 -2.189 -1.69
C -2.025 1.957 -4.045 -1.65
H 0.123 -3.688 3.276 0.39
H 0.064 -5.119 2.245 0.44
H -1.175 -3.876 2.078 0.30
H 0.601 -2.258 1.396 -1.74
H 2.367 -4.767 1.400 0.32
H 2.511 -3.398 2.507 0.28
H 2.906 -3.211 0.795 0.08
H 0.574 -5.775 0.203 0.34
H -0.305 -6.496 -1.988 0.37
H -1.289 -4.812 -3.497 0.31
H -1.563 -1.200 -2.736 -1.00
H -1.103 -3.082 -5.091 0.36
H 0.004 -1.796 -4.631 0.37
H -1.627 -1.398 -5.188 0.39
H -3.183 -3.578 -3.717 0.36
H -3.651 -1.876 -3.720 0.40
H -3.450 -2.739 -2.188 0.31
H 0.770 -1.004 -2.833 0.42
H 0.645 1.350 -2.798 0.61
H -2.460 4.674 -2.882 0.34
H -1.418 6.536 -1.645 0.36
H 0.161 6.032 0.186 0.33
H 1.176 2.606 1.201 -1.88
H 0.615 5.403 2.255 0.48
H 1.123 3.983 3.165 0.24
H -0.500 4.052 2.458 0.35
H 2.461 5.267 0.456 0.36
H 2.972 3.677 -0.110 0.33
H 3.151 4.099 1.597 0.35
H -1.930 1.096 -2.096 -1.51
H -4.075 3.183 -2.650 0.38
H -3.834 2.361 -1.111 0.41
H -4.284 1.433 -2.551 0.39
H -2.286 2.903 -4.527 0.39
H -2.672 1.179 -4.460 0.37
H -0.995 1.723 -4.317 0.32
C 2.599 1.783 4.190 -1.27
Si 2.919 0.252 3.110 0.90
C 2.807 -1.130 4.408 -1.35
C 4.775 0.370 2.743 -1.32
H 3.286 1.756 5.042 0.58
H 1.574 1.811 4.579 0.34
H 2.774 2.718 3.650 0.17
H 3.461 -0.865 5.247 0.46
H 3.129 -2.102 4.030 0.36
H 1.789 -1.245 4.797 0.22
H 5.336 0.488 3.677 0.43
H 5.003 1.216 2.088 0.24
H 5.134 -0.525 2.228 0.26
```

Output
- HOMO level (alpha / beta): -4.502 / -4.503 eV
- Total charge: -1
- Energy: -95525.3997 eV
- Energy relative to the best compared isomer or geometry (same formula, charge and spin): 0.0000 eV

---

# 4
# C37H53ClN5O10

6 unconnected molecules or ions with the total composition C37H53ClN5O10 in a non-equilibrium geometry (ωB97M-V/def2-TZVPD, OMol25).

The geometry in XYZ format:
```
106
Properties=species:S:1:pos:R:3:mulliken_charge:R:1
C -0.962 5.589 -1.605 -0.78
C -0.316 4.361 -1.748 -0.08
N 0.935 4.037 -1.161 0.54
C 2.160 4.546 -1.430 0.20
C 2.343 5.588 -2.467 -1.09
C 2.635 4.904 -3.875 0.76
C 2.445 3.374 -3.874 -1.35
C 1.695 5.485 -4.954 -1.53
N 3.083 3.976 -0.696 -0.49
C 2.493 3.041 0.094 0.98
N 3.051 2.220 0.958 0.77
N 2.344 1.255 1.737 -1.12
C 2.382 0.078 1.229 1.01
C 2.630 -0.256 -0.222 -1.19
C 2.109 -1.060 2.157 -0.99
C 4.477 2.285 1.185 0.07
C 5.400 2.321 0.160 -0.07
C 6.734 2.384 0.490 -0.90
C 7.181 2.403 1.789 -0.68
C 6.250 2.330 2.816 -0.37
C 4.917 2.271 2.492 -0.34
N 1.165 3.098 -0.195 -0.17
Cl -0.188 2.270 0.393 0.06
H -0.615 6.493 -2.115 0.30
H -1.851 5.702 -0.980 0.24
H -0.809 3.636 -2.401 0.39
H 1.492 6.266 -2.525 0.20
H 3.215 6.203 -2.237 0.42
H 3.694 5.077 -4.085 0.42
H 1.429 3.066 -3.602 0.23
H 2.574 3.039 -4.911 0.49
H 3.202 2.835 -3.297 0.20
H 2.150 5.290 -5.930 0.40
H 0.767 4.901 -4.938 0.35
H 1.504 6.547 -4.798 0.40
H 2.803 -1.330 -0.328 0.44
H 1.695 -0.063 -0.763 0.24
H 3.479 0.284 -0.646 0.29
H 1.751 -0.720 3.131 0.36
H 1.308 -1.706 1.744 0.01
H 2.999 -1.677 2.311 0.34
H 5.080 2.312 -0.876 0.35
H 7.458 2.445 -0.319 0.39
H 8.232 2.445 2.049 0.44
H 6.515 2.341 3.864 0.41
H 4.169 2.212 3.275 0.42
O 6.917 3.586 6.548 -0.55
C 5.807 3.163 6.660 0.42
O 5.082 2.706 5.600 -0.26
C 3.751 2.366 6.031 -0.25
C 3.866 2.122 7.528 -0.56
C 4.981 3.084 7.926 -0.45
H 3.087 3.201 5.796 0.23
H 3.412 1.483 5.493 0.22
H 2.931 2.282 8.062 0.35
H 4.186 1.095 7.711 0.28
H 4.599 4.079 8.159 0.26
H 5.575 2.704 8.752 0.30
O -0.270 -4.657 2.235 -0.59
C -0.820 -4.060 1.360 0.61
O -0.172 -3.574 0.257 -0.41
C -1.096 -2.814 -0.542 -0.24
C -2.478 -3.316 -0.153 -0.31
C -2.285 -3.685 1.311 -0.42
H -0.960 -1.751 -0.314 0.06
H -0.880 -2.979 -1.596 0.37
H -3.265 -2.584 -0.325 0.39
H -2.723 -4.211 -0.726 0.01
H -2.454 -2.832 1.972 0.27
H -2.912 -4.524 1.602 0.27
O -5.315 7.270 3.012 -0.53
C -4.144 7.135 2.841 0.43
O -3.210 7.983 3.346 -0.34
C -1.905 7.617 2.878 -0.47
C -2.019 6.150 2.488 -0.15
C -3.467 6.054 2.017 -0.33
H -1.650 8.255 2.028 0.26
H -1.178 7.781 3.670 0.31
H -1.287 5.845 1.738 0.04
H -1.878 5.521 3.369 0.27
H -3.573 6.302 0.959 0.17
H -3.903 5.081 2.223 0.34
O -4.288 -6.290 0.276 -0.61
C -3.972 -7.114 -0.538 0.48
O -4.708 -7.388 -1.633 -0.34
C -4.126 -8.498 -2.354 -0.25
C -2.670 -8.528 -1.920 -0.59
C -2.755 -8.016 -0.486 -0.32
H -4.659 -9.405 -2.083 0.29
H -4.236 -8.334 -3.421 0.19
H -2.216 -9.512 -2.014 0.33
H -2.087 -7.830 -2.525 0.29
H -2.943 -8.820 0.226 0.30
H -1.869 -7.455 -0.197 0.22
O -5.832 -10.185 -3.894 -0.59
C -6.386 -9.568 -4.756 0.64
O -5.746 -9.096 -5.854 -0.36
C -6.651 -8.306 -6.646 -0.40
C -8.042 -8.776 -6.250 -0.49
C -7.844 -9.158 -4.787 -0.51
H -6.486 -7.252 -6.413 0.26
H -6.442 -8.469 -7.701 0.30
H -8.812 -8.023 -6.412 0.33
H -8.312 -9.661 -6.827 0.27
H -7.984 -8.307 -4.118 0.24
H -8.484 -9.983 -4.488 0.33
```

Output
- HOMO level: -11.342 eV
- Total charge: +1
- Energy: -79665.3160 eV

---

Question: Which of these has the lowest total charge?
Answer: C37H53CeN2S3Si